#one
This record from the Open Molecules 2025 dataset describes a single C3H3NO3 molecule. The level of theory is wB97M-V/def2-TZVPD.

XYZ file:
```
10
Properties=species:S:1:pos:R:3
H -0.91755 0.73146 -2.09265
N -1.11351 0.92556 -1.12100
C -0.32103 0.33940 -0.28017
C -1.28406 -0.25181 0.64511
O -2.34931 -0.21811 0.02552
O 1.03871 0.27330 -0.44878
C 1.79241 -0.47338 0.39454
O 1.37290 -1.07801 1.33703
H -1.21834 -0.54014 1.69052
H 2.83959 -0.41716 0.06876
```

Output
**HOMO-LUMO gap**: 8.15 eV
**M**: 101.06 g/mol
**Lowest unoccupied orbital energy**: -0.657 eV

***

#two
This record from the Open Molecules 2025 dataset describes 2 unconnected molecules or ions with the total composition C3H3NO3. The level of theory is wB97M-V/def2-TZVPD.

XYZ file:
```
10
Properties=species:S:1:pos:R:3
N -0.88464 -1.06444 0.77290
C -0.17285 -0.19241 0.08995
O -0.89496 0.18256 -1.00545
C -0.22380 1.09891 -1.78422
O -0.69046 1.52989 -2.79145
C 1.77275 -0.40468 2.07385
O 2.62504 0.31688 1.86278
H -1.81251 -1.38277 0.50705
H 0.75328 1.34868 -1.34489
H -0.47184 -1.43261 1.61950
```

Output
**HOMO-LUMO gap**: 10.52 eV
**M**: 101.06 g/mol
**Lowest unoccupied orbital energy**: 0.896 eV

***

#three
This record from the Open Molecules 2025 dataset describes a single C3H3NO3 molecule. The level of theory is wB97M-V/def2-TZVPD.

XYZ file:
```
10
Properties=species:S:1:pos:R:3
O -1.54982 1.95712 1.07498
C -1.32875 1.24019 0.14976
N -0.80127 -0.12645 0.27815
C 0.50929 -0.04145 -0.06740
O 0.97118 1.06279 -0.29261
C 1.40944 -1.26982 -0.19013
O 2.54596 -1.11009 -0.54225
H -1.42834 1.53389 -0.90588
H -1.33131 -0.97377 0.45072
H 1.00362 -2.27241 0.04464
```

Output
**HOMO-LUMO gap**: 9.90 eV
**M**: 101.06 g/mol
**Lowest unoccupied orbital energy**: -0.513 eV

***

Relative energies in kcal/mol: #one 57.6; #two 10.7; #three 0.0